{
  "formula": "C9H12N2O3S",
  "method": "ωB97M-V/def2-TZVPD",
  "species": ["O", "O", "O", "S", "C", "C", "N", "N", "C", "C", "C", "C", "C", "C", "C", "H", "H", "H", "H", "H", "H", "H", "H", "H", "H", "H", "H"],
  "positions_angstrom": [[2.082714, -2.454358, 0.224649], [1.634974, 2.452840, 1.724265], [2.396608, 2.011027, -0.239829], [-1.223912, 0.147748, -1.736100], [1.180876, -1.820135, -0.356716], [1.556655, 1.768397, 0.738724], [-0.863768, -2.471021, -1.971589], [1.041574, -0.491324, -0.385488], [-1.372515, 1.908191, 1.368657], [-1.680090, -0.178339, 0.039578], [0.517072, -0.497994, -1.737366], [0.577611, -1.994683, -1.709665], [0.170073, -0.156557, 1.908941], [0.723501, 0.451516, 0.609225], [-0.778143, 0.611880, 0.982404], [2.854377, 2.797051, 0.110445], [-1.524755, -1.771313, -1.628737], [-1.040879, -2.434966, -2.987955], [-2.302746, 1.738108, 1.956826], [-1.533833, 2.580904, 0.551749], [-0.833416, 2.452681, 2.085034], [-2.746581, 0.148307, 0.188792], [-1.683587, -1.198316, 0.326319], [1.209204, -0.093406, -2.595265], [1.299383, -2.584548, -2.285941], [0.387609, 0.302697, 2.799547], [-0.048006, -1.224388, 2.019495]],
  "atomic_forces_ev_per_a": [[-3.01, 0.80, -0.48], [-1.14, 0.15, 0.71], [0.27, 0.09, -1.43], [0.37, 2.01, 0.30], [4.40, -3.37, 1.57], [0.27, -2.17, 1.24], [1.65, -1.81, 0.09], [-0.81, 3.26, -0.40], [-1.15, 0.00, 1.10], [-0.38, 1.35, 0.09], [0.55, 2.08, -1.40], [-3.35, -2.45, -1.47], [-1.69, -0.21, -2.45], [0.13, 1.18, 1.67], [0.83, -1.11, -0.47], [0.22, -0.07, -0.44], [0.53, -0.93, -0.07], [0.53, -0.21, 0.63], [0.13, -0.09, -0.87], [-0.40, 0.20, -0.70], [1.40, 0.64, 0.81], [1.04, -0.10, -0.52], [0.19, -1.30, -0.23], [-1.53, 0.08, 1.82], [-0.44, 0.46, -0.48], [0.74, 1.22, 1.86], [0.64, 0.29, -0.47]],
  "mulliken_charge": [-0.66, -0.61, -0.44, -0.32, 0.12, 0.11, -0.79, 0.13, -2.07, -1.33, -0.10, 0.06, -1.55, 0.86, 1.66, 0.37, 0.29, 0.30, 0.43, 0.39, 0.49, 0.60, 0.57, 0.37, 0.46, 0.44, 0.23],
  "e_homo_ev": -8.9796,
  "gap_ev": 9.4
}

{
  "formula": "C30H56N3O5",
  "method": "ωB97M-V/def2-TZVPD",
  "species": ["C", "C", "O", "C", "C", "O", "C", "C", "O", "C", "C", "C", "C", "N", "C", "C", "H", "H", "H", "H", "H", "H", "H", "H", "H", "H", "H", "H", "H", "H", "H", "H", "H", "H", "H", "H", "C", "C", "C", "C", "C", "C", "N", "O", "C", "C", "C", "H", "H", "H", "H", "H", "H", "H", "H", "H", "H", "H", "H", "H", "H", "H", "H", "H", "H", "C", "C", "C", "C", "C", "C", "N", "O", "C", "C", "C", "H", "H", "H", "H", "H", "H", "H", "H", "H", "H", "H", "H", "H", "H", "H", "H", "H", "H"],
  "positions_angstrom": [[-0.352489, -1.580372, -1.265529], [0.965504, -2.397129, -1.406102], [0.964595, -3.345591, -0.357011], [2.224627, -3.951250, -0.161644], [2.041794, -5.071964, 0.869040], [1.597852, -4.476315, 2.091491], [0.222710, -4.764105, 2.329825], [-0.147177, -3.955934, 3.579876], [0.140204, -2.603110, 3.259693], [-0.243164, -1.689289, 4.249297], [0.837373, -0.611960, 4.265907], [1.679853, -0.531478, 3.152257], [2.679008, 0.401680, 3.168454], [2.820857, 1.205001, 4.230905], [2.015825, 1.157082, 5.295360], [1.000896, 0.244286, 5.355016], [-0.955567, -1.999435, -0.454286], [-0.157173, -0.535110, -0.985961], [-0.920124, -1.585631, -2.202221], [1.798745, -1.676868, -1.353748], [0.947170, -2.881602, -2.396055], [2.617097, -4.389979, -1.095163], [2.938291, -3.234026, 0.281690], [3.005039, -5.575710, 1.036486], [1.302815, -5.811705, 0.528783], [-0.382118, -4.334549, 1.515827], [0.042747, -5.836394, 2.485701], [0.437140, -4.352474, 4.427728], [-1.215747, -4.076371, 3.825908], [-1.221792, -1.237039, 4.001471], [-0.316448, -2.132734, 5.256721], [1.595045, -1.164252, 2.273732], [3.338012, 0.487725, 2.308743], [3.577651, 1.881267, 4.227461], [2.174812, 1.861314, 6.108018], [0.348513, 0.199908, 6.221756], [-6.096700, -0.909861, 1.903305], [-4.551135, -0.844900, 1.784447], [-3.970157, 0.114456, 2.832146], [-4.183122, 1.586165, 2.499305], [-3.635712, 1.891451, 1.108198], [-4.223126, 0.980932, 0.026451], [-4.150800, -0.470957, 0.393868], [-2.924180, -0.870323, 0.208813], [-5.681940, 1.413126, -0.236947], [-3.510331, 1.255751, -1.300316], [-4.095581, -2.259210, 2.157968], [-6.440276, -0.536529, 2.869404], [-6.626961, -0.357283, 1.135311], [-6.457521, -1.934036, 1.800934], [-2.891765, -0.061481, 2.931099], [-4.401350, -0.105004, 3.811675], [-5.243300, 1.842592, 2.570589], [-3.668590, 2.206228, 3.237833], [-3.839052, 2.935673, 0.860185], [-2.544434, 1.790142, 1.129046], [-6.193220, 0.696683, -0.881903], [-5.707680, 2.378797, -0.742565], [-6.265914, 1.544937, 0.672529], [-2.430802, 1.118185, -1.230763], [-3.675598, 2.288099, -1.608654], [-3.889011, 0.606979, -2.092153], [-4.424463, -2.989661, 1.417635], [-4.525552, -2.540929, 3.120980], [-3.010667, -2.339322, 2.255570], [4.508551, 3.099734, -2.131730], [4.461219, 2.641272, -3.613970], [3.970081, 3.782396, -4.515929], [2.470423, 4.038092, -4.414387], [1.699670, 2.749178, -4.686316], [2.134958, 1.596040, -3.777974], [3.621622, 1.411858, -3.751206], [3.968446, 0.807243, -4.853033], [1.584817, 1.859041, -2.358550], [1.422516, 0.315735, -4.217429], [5.929596, 2.382788, -3.963345], [4.499801, 4.187817, -2.048897], [3.694418, 2.721267, -1.520879], [5.412858, 2.740368, -1.636907], [4.208802, 3.552500, -5.559156], [4.514154, 4.699333, -4.279780], [2.219493, 4.447154, -3.430810], [2.179690, 4.796806, -5.143951], [0.629658, 2.933210, -4.561271], [1.839625, 2.470282, -5.735432], [2.000795, 1.149203, -1.638756], [0.500460, 1.738752, -2.342079], [1.771816, 2.871339, -2.002161], [1.609635, 0.067758, -5.261305], [0.341850, 0.423771, -4.117236], [1.727900, -0.533529, -3.602014], [6.328257, 1.538415, -3.398156], [6.526011, 3.262941, -3.717293], [6.079441, 2.182648, -5.023459]],
  "atomic_forces_ev_per_a": [[0.46, -0.05, 0.07], [-1.47, 0.95, -0.20], [0.65, 0.09, -0.18], [-0.17, -0.85, 0.49], [0.09, 0.57, -0.18], [-0.22, -0.91, -0.12], [-0.09, 1.37, 0.52], [-0.14, -1.03, -0.43], [-0.29, -0.16, 0.64], [0.44, 0.38, -0.08], [-0.86, -0.87, -0.21], [0.15, 0.28, 0.10], [-0.14, -0.36, -0.53], [0.65, 0.51, -0.18], [-0.32, 0.30, 0.84], [-0.06, -0.17, -0.46], [0.03, -0.05, -0.35], [-0.02, -0.23, -0.16], [-0.01, 0.03, 0.29], [0.20, -0.55, 0.08], [0.42, -0.09, 0.32], [0.03, 0.30, 0.15], [-0.05, -0.05, -0.39], [-0.25, 0.12, 0.03], [0.25, 0.16, -0.07], [0.11, -0.52, -0.03], [-0.02, 0.19, -0.10], [0.05, 0.55, -0.06], [0.21, -0.01, -0.18], [0.22, -0.03, 0.16], [0.04, 0.00, -0.27], [-0.26, -0.11, 0.37], [0.15, 0.33, 0.43], [-0.11, -0.05, 0.01], [0.26, -0.07, -0.30], [0.14, 0.01, -0.15], [-0.30, 0.18, -0.23], [-1.69, -0.76, 0.88], [0.26, 0.50, -0.09], [0.07, -0.05, -0.01], [0.20, -0.17, 0.51], [-1.41, 1.24, -0.99], [2.52, 0.59, 1.14], [-0.53, -0.36, -0.49], [-0.26, -0.06, 0.23], [0.53, -0.46, -0.04], [0.64, -0.10, -0.35], [0.06, -0.03, 0.01], [0.11, 0.12, 0.03], [0.15, -0.03, 0.06], [0.01, -0.07, -0.20], [-0.09, -0.19, -0.11], [0.00, -0.03, -0.05], [-0.05, 0.01, 0.00], [-0.07, -0.08, -0.20], [-0.02, -0.14, -0.08], [0.03, -0.03, 0.04], [0.19, -0.03, -0.02], [-0.01, -0.09, -0.01], [-0.06, -0.17, 0.05], [-0.16, 0.00, 0.16], [0.01, -0.03, 0.04], [0.02, 0.05, -0.02], [-0.16, 0.17, -0.05], [-0.01, 0.06, -0.15], [-0.27, -0.10, 0.35], [0.94, 0.99, 1.46], [-0.51, 0.00, -0.33], [0.07, -0.06, -0.02], [0.32, 0.37, -0.26], [-1.54, -0.06, 1.36], [-0.04, 0.51, -2.64], [0.17, -0.51, 0.65], [0.09, 0.27, 0.23], [0.38, -0.37, -0.44], [-0.01, -0.54, -0.50], [0.03, -0.01, -0.06], [-0.11, 0.06, -0.13], [0.07, 0.02, -0.17], [0.02, -0.18, 0.05], [0.13, -0.14, 0.12], [-0.01, -0.05, 0.01], [0.00, 0.00, 0.04], [0.00, -0.20, 0.11], [0.11, -0.11, 0.06], [0.05, 0.00, -0.04], [0.03, -0.08, -0.18], [0.09, -0.04, 0.01], [0.20, 0.00, 0.07], [0.05, 0.22, 0.14], [0.06, 0.01, -0.04], [-0.06, -0.01, -0.01], [-0.18, 0.06, 0.13], [-0.10, -0.08, 0.04]],
  "mulliken_charge": [-0.39, -0.65, -0.12, -0.50, -0.71, -0.35, -0.43, -0.79, -0.03, -0.61, 0.86, -0.36, -0.60, 0.03, -0.41, -0.60, 0.16, -0.05, 0.35, 0.30, 0.34, 0.42, 0.26, 0.37, 0.37, 0.23, 0.45, 0.38, 0.42, 0.04, 0.51, 0.55, 0.49, 0.29, 0.41, 0.46, -1.73, 1.96, -0.91, -0.66, -1.25, 2.00, 0.10, -0.32, -2.09, -1.78, -1.83, 0.32, 0.37, 0.45, -0.32, 0.61, 0.30, 0.42, 0.44, 0.28, 0.40, 0.46, 0.43, 0.23, 0.44, 0.46, 0.53, 0.47, 0.14, -1.55, 1.69, -1.49, -0.44, -1.42, 2.00, 0.39, -0.58, -1.90, -1.71, -1.81, 0.29, 0.29, 0.45, 0.37, 0.44, 0.26, 0.41, 0.39, 0.37, 0.39, 0.37, 0.35, 0.39, 0.46, 0.32, 0.48, 0.42, 0.37],
  "charge": 1,
  "e_homo_ev": [-10.2454, -11.0084],
  "gap_ev": [6.2, 7.0],
  "spin_multiplicity": 3
}

{
  "formula": "C36H25F6N6O6S2Sc",
  "method": "ωB97M-V/def2-TZVPD",
  "species": ["Sc", "C", "O", "C", "C", "C", "C", "C", "C", "N", "N", "C", "C", "O", "C", "C", "C", "C", "C", "C", "C", "C", "H", "H", "H", "H", "H", "H", "H", "H", "H", "H", "H", "H", "H", "C", "C", "C", "C", "N", "C", "C", "C", "C", "C", "C", "C", "H", "H", "H", "H", "H", "H", "H", "H", "F", "C", "F", "F", "S", "O", "O", "N", "S", "O", "O", "C", "F", "F", "F", "N", "C", "C", "C", "C", "C", "N", "C", "H", "H", "H", "H"],
  "positions_angstrom": [[-0.317861, 0.558042, 0.471258], [-1.800003, 3.641170, -0.330089], [-1.737018, 2.241117, -0.545700], [-2.923437, 1.548327, -0.764050], [-4.182369, 2.098127, -0.709337], [-5.287594, 1.275792, -0.939345], [-5.093516, -0.064793, -1.227409], [-3.817394, -0.611455, -1.293721], [-2.699175, 0.187876, -1.054290], [-1.378169, -0.224298, -1.082508], [-1.202564, -1.555746, -1.513192], [-0.112262, -1.739690, -2.223416], [0.823662, -0.829748, -2.759490], [0.441902, 0.589919, -2.863927], [2.068864, -1.142322, -3.312901], [2.484186, -2.435354, -3.400652], [1.578192, -3.462133, -2.981353], [1.948744, -4.821945, -3.056227], [1.093849, -5.820741, -2.663954], [-0.183568, -5.497430, -2.187387], [-0.560411, -4.179033, -2.087940], [0.307802, -3.141710, -2.464543], [-2.275460, 4.127985, -1.184420], [-0.769947, 3.979941, -0.240593], [-2.346480, 3.878540, 0.583664], [-4.320106, 3.148347, -0.493366], [-6.283752, 1.693598, -0.892151], [-5.948037, -0.704116, -1.409526], [-3.660569, -1.651666, -1.538162], [2.709306, -0.332427, -3.645268], [3.455768, -2.692704, -3.797610], [2.931799, -5.064932, -3.442731], [1.401895, -6.856298, -2.734672], [-0.870033, -6.281938, -1.895789], [-1.531873, -3.905812, -1.699406], [1.970831, 3.236980, 3.858006], [2.239476, 4.346427, 3.074547], [2.231943, 4.207288, 1.700626], [1.948823, 2.962163, 1.139476], [1.633611, 1.902253, 1.897638], [1.664365, 2.046773, 3.223999], [1.963702, 2.745260, -0.331108], [2.756323, 3.567358, -1.138163], [2.778161, 3.399619, -2.511901], [2.004627, 2.398245, -3.082514], [1.256845, 1.620325, -2.221890], [1.175004, 1.704745, -0.855014], [1.967492, 3.289778, 4.936904], [2.447453, 5.306767, 3.527771], [2.420372, 5.058257, 1.062816], [1.420481, 1.164390, 3.797294], [3.380969, 4.329995, -0.692879], [3.404338, 4.024429, -3.133458], [2.013230, 2.225661, -4.152408], [0.218668, 0.828729, -3.776487], [-4.025185, 3.017922, 2.362284], [-3.703321, 1.898410, 3.006120], [-4.040038, 0.851908, 2.273066], [-4.357754, 1.858727, 4.158471], [-1.887709, 1.899979, 3.347933], [-1.248093, 1.910003, 2.031655], [-1.667745, 3.022388, 4.189168], [-1.653155, 0.524006, 4.079333], [-1.033785, -0.639155, 3.222628], [-1.629891, -0.785975, 1.896122], [0.399254, -0.643918, 3.200132], [-1.572885, -2.111356, 4.190427], [-2.891132, -2.196277, 4.209944], [-1.110852, -2.037339, 5.426387], [-1.070912, -3.187860, 3.594643], [5.743605, -1.766638, -0.402205], [4.637841, -1.958684, -0.156776], [3.258735, -2.198139, 0.150411], [2.773836, -3.489200, 0.344962], [1.430985, -3.651074, 0.617460], [0.617196, -2.531548, 0.658242], [1.084528, -1.292079, 0.475170], [2.383939, -1.122015, 0.242224], [3.438370, -4.338762, 0.270613], [1.001272, -4.632143, 0.752819], [-0.450487, -2.612362, 0.807953], [2.732268, -0.106788, 0.107743]],
  "atomic_forces_ev_per_a": [[-0.05, 0.45, -0.50], [-0.03, 0.00, -0.04], [0.16, -0.12, 0.09], [0.03, -0.04, -0.02], [-0.01, 0.00, -0.05], [0.02, 0.00, 0.00], [-0.02, 0.04, 0.01], [0.01, 0.03, -0.05], [0.12, 0.02, -0.09], [-0.23, -0.14, 0.31], [0.27, 0.03, -0.07], [-0.10, -0.27, 0.02], [0.05, 0.18, -0.02], [-0.02, 0.00, -0.09], [0.03, -0.05, -0.02], [-0.05, 0.09, 0.02], [0.07, -0.04, 0.00], [0.02, 0.00, -0.01], [0.01, 0.00, -0.01], [-0.03, 0.01, 0.00], [0.00, -0.02, 0.01], [-0.12, 0.07, 0.10], [0.01, 0.00, 0.01], [0.00, 0.01, 0.01], [0.01, 0.00, 0.00], [0.00, 0.01, 0.02], [-0.01, 0.00, 0.00], [-0.02, 0.01, 0.00], [0.00, 0.01, 0.01], [0.02, 0.00, -0.01], [0.01, 0.01, 0.01], [0.01, -0.01, 0.00], [0.00, -0.01, 0.00], [0.00, -0.01, 0.01], [-0.01, 0.00, 0.00], [0.01, -0.02, -0.02], [0.00, -0.01, 0.05], [0.00, -0.08, -0.04], [0.03, 0.05, 0.03], [-0.18, 0.01, -0.20], [0.04, -0.03, 0.04], [0.03, -0.02, -0.05], [-0.05, -0.03, 0.00], [-0.01, -0.02, 0.02], [0.01, 0.00, 0.07], [-0.02, 0.00, -0.04], [0.02, 0.08, -0.02], [0.00, 0.00, 0.01], [0.00, 0.01, 0.00], [0.01, 0.01, 0.00], [0.00, 0.02, 0.02], [0.02, 0.01, 0.00], [0.00, 0.00, -0.01], [-0.01, 0.00, -0.02], [0.00, -0.04, 0.06], [0.01, 0.06, -0.02], [0.05, -0.03, -0.03], [0.01, -0.05, -0.02], [-0.02, 0.00, 0.08], [-0.01, -0.12, 0.13], [-0.11, 0.12, 0.04], [0.04, 0.03, 0.04], [-0.09, 0.01, -0.06], [-0.10, -0.02, 0.13], [0.11, -0.10, 0.00], [0.15, -0.25, 0.24], [-0.05, 0.06, -0.07], [-0.12, 0.03, -0.01], [0.06, 0.03, 0.09], [0.05, -0.06, -0.06], [0.00, 0.01, 0.00], [0.10, 0.01, -0.03], [-0.08, 0.04, 0.01], [-0.03, 0.05, 0.00], [-0.03, 0.03, -0.05], [-0.06, 0.00, 0.00], [0.06, 0.20, 0.13], [0.02, -0.19, -0.08], [0.01, 0.00, -0.01], [-0.01, -0.01, 0.01], [0.02, -0.05, 0.00], [0.01, 0.00, 0.00]],
  "mulliken_charge": [-1.51, -0.92, 0.40, 0.88, -0.59, -0.88, -0.82, -1.04, 0.52, 1.81, -0.99, -0.75, 0.55, -0.07, -0.14, -1.81, 1.34, -0.79, -0.65, -0.77, -0.55, 0.79, 0.36, 0.12, 0.26, 0.43, 0.42, 0.40, 0.51, 0.42, 0.38, 0.42, 0.41, 0.41, 0.36, -0.93, -0.75, -1.23, 0.82, 0.80, -0.50, 1.17, -1.08, -1.22, -0.65, -0.05, 1.18, 0.46, 0.42, 0.44, 0.67, 0.52, 0.42, 0.51, 0.61, -0.21, 0.60, -0.22, -0.22, 1.21, -0.70, -0.65, -0.76, 1.31, -0.80, -0.76, 0.50, -0.21, -0.21, -0.16, -0.58, -0.36, -0.04, -0.32, -1.40, 0.23, 1.52, -0.30, 0.50, 0.48, 0.47, 0.57],
  "e_homo_ev": -6.0408,
  "gap_ev": 5.9
}

Q: Which max |F| values were calculated for the entries above? A: 5.76, 2.83, 0.68, in eV/A.
Q: Which ΔE to the lowest compared entry with this formula, charge and spin values were calculated for the entries above? A: 95.9, 0.0, 85.3, in kcal/mol.